{"formula": "C17H25BrO8P2", "method": "the ωB97M-V functional and the def2-TZVPD basis", "total_energy_ha": -4521.20744, "homo_energy_ev": -9.27, "largest_force_ev_per_a": 6.423, "smiles": "C#C[C@@H]1OC(=O)[C@@H](P(O)Br)[C@]1(CCCCCOC(C)=O)[PH2]=O.O=C1CCCO1", "species": ["C", "C", "C", "O", "C", "O", "C", "P", "O", "Br", "C", "C", "C", "C", "C", "C", "O", "C", "C", "O", "P", "O", "H", "H", "H", "H", "H", "H", "H", "H", "H", "H", "H", "H", "H", "H", "H", "H", "H", "H", "H", "O", "C", "O", "C", "C", "C", "H", "H", "H", "H", "H", "H"], "positions_angstrom": [[-0.0494, 0.1459, -3.1202], [-0.9482, 0.9272, -2.5739], [-2.1588, 1.7113, -1.8892], [-3.0178, 2.4625, -2.8329], [-3.1845, 3.8036, -2.3128], [-3.1856, 4.9272, -2.8861], [-3.3159, 3.4847, -0.7052], [-4.9481, 2.5127, -0.5471], [-4.8067, 1.4391, 0.7918], [-6.5223, 4.1039, 0.0013], [-1.8971, 2.6529, -0.6079], [-1.5469, 1.9065, 0.7795], [-0.0532, 1.3002, 0.8683], [0.3633, 1.3418, 2.4614], [0.5946, -0.1702, 2.9910], [1.8892, -0.3120, 3.9764], [3.0852, -0.7222, 3.2069], [4.1267, -1.1418, 4.0901], [5.4683, -1.8401, 3.4812], [4.0867, -1.0157, 5.3612], [-0.6478, 4.1136, -0.7834], [0.4127, 3.7029, -1.8430], [0.5347, -0.6589, -3.7161], [-2.8121, 0.8505, -1.4445], [-3.4227, 4.4143, -0.0378], [-4.9559, 1.9731, 1.6111], [-2.2727, 0.9961, 0.8515], [-1.8328, 2.6231, 1.6335], [0.7547, 1.9089, 0.3233], [0.0305, 0.2151, 0.4701], [1.3705, 1.9070, 2.6230], [-0.4182, 1.8968, 3.0956], [-0.3766, -0.4813, 3.5593], [0.7462, -0.9477, 2.1502], [1.6263, -1.1890, 4.6978], [2.1284, 0.6616, 4.5393], [5.3161, -2.9882, 3.4223], [6.3508, -1.6530, 4.1944], [5.7211, -1.4064, 2.4327], [0.0106, 4.2614, 0.5095], [-1.2913, 5.3698, -1.0391], [0.7558, -3.0123, -0.9469], [0.7892, -3.5592, -2.0215], [1.3100, -2.9972, -3.1492], [1.0874, -3.8728, -4.2594], [0.8876, -5.2410, -3.6535], [0.2316, -4.9206, -2.3290], [0.2041, -3.5267, -4.8051], [1.9501, -3.8446, -4.9285], [0.2981, -5.9092, -4.2845], [1.8594, -5.7140, -3.4768], [-0.8551, -4.8487, -2.4196], [0.5079, -5.6415, -1.5590]]}



{"formula": "C21H20F27O8PS", "method": "the ωB97M-V functional and the def2-TZVPD basis", "total_energy_ha": -4849.96901, "homo_energy_ev": -9.06, "largest_force_ev_per_a": 6.797, "smiles": "CP(C)[C@H]1OC(=O)O[C@H]1S(=O)(=O)C(F)(F)F.FC(F)C(F)(F)COC(F)(F)C(F)F.FC(F)C(F)(F)COC(F)(F)C(F)F.FC(F)C(F)(F)COC(F)(F)C(F)F", "species": ["C", "P", "C", "C", "O", "C", "O", "O", "C", "S", "O", "O", "C", "F", "F", "F", "H", "H", "H", "H", "H", "H", "H", "H", "C", "C", "C", "F", "F", "F", "F", "O", "C", "C", "F", "F", "F", "F", "H", "H", "H", "H", "C", "C", "C", "F", "F", "F", "F", "O", "C", "C", "F", "F", "F", "F", "H", "H", "H", "H", "C", "C", "C", "F", "F", "F", "F", "O", "C", "C", "F", "F", "F", "F", "H", "H", "H", "H"], "positions_angstrom": [[5.5560, 1.8778, 6.8173], [5.0123, 2.1893, 5.0626], [6.2174, 1.5194, 3.8209], [4.8140, 4.0432, 4.9256], [5.2204, 4.7173, 3.7436], [4.7755, 6.0093, 4.0170], [5.3243, 6.9828, 3.8776], [3.4906, 5.8248, 4.5515], [3.3442, 4.5309, 5.1086], [1.9974, 3.7805, 4.0865], [0.9545, 4.8015, 3.9975], [2.4279, 3.5311, 2.7383], [1.1720, 2.2996, 4.8610], [0.1169, 1.9785, 4.1292], [0.8046, 2.6394, 6.0976], [1.9211, 1.2194, 4.9265], [6.2536, 2.6589, 7.1801], [4.6400, 1.9086, 7.4398], [5.9622, 0.8569, 6.9093], [6.4952, 0.5060, 4.1830], [7.1474, 2.1011, 3.7002], [5.6893, 1.3500, 2.8657], [5.3684, 4.5902, 5.7266], [3.0642, 4.4869, 6.1746], [-3.4446, 2.3163, 2.5356], [-2.4236, 2.8369, 1.5072], [-1.7695, 4.1802, 1.8224], [-2.6637, 5.1873, 1.9050], [-0.9043, 4.5216, 0.8346], [-3.0030, 2.8540, 0.2822], [-1.4258, 1.9061, 1.4399], [-4.8204, 2.5569, 2.2605], [-5.3575, 3.7871, 2.6185], [-5.7984, 4.6059, 1.4032], [-4.7759, 4.8112, 0.5493], [-6.2460, 5.8213, 1.7961], [-4.4974, 4.4568, 3.4084], [-6.4434, 3.5226, 3.3777], [-3.3584, 1.2302, 2.5141], [-3.1812, 2.5970, 3.5563], [-1.1983, 4.1392, 2.7546], [-6.5972, 4.0922, 0.8635], [-2.5755, -0.1102, -1.5483], [-3.1655, -1.0658, -0.4952], [-2.2555, -2.2027, -0.0336], [-1.9075, -3.0251, -1.0440], [-2.9032, -2.9646, 0.8850], [-4.3481, -1.5414, -0.9433], [-3.4530, -0.3082, 0.6020], [-2.9181, -0.3552, -2.9089], [-2.1799, -1.2973, -3.6094], [-3.0192, -2.5106, -4.0125], [-3.5750, -3.1073, -2.9408], [-2.2401, -3.4360, -4.6284], [-1.0802, -1.6413, -2.9109], [-1.7417, -0.6838, -4.7304], [-3.0114, 0.8669, -1.3386], [-1.5015, 0.0295, -1.4203], [-1.3473, -1.8119, 0.4344], [-3.8223, -2.2178, -4.6921], [0.8318, -4.8920, -6.4624], [0.0624, -5.5619, -7.6152], [-0.9850, -6.6006, -7.2155], [-0.4487, -7.6433, -6.5505], [-1.5740, -7.1084, -8.3283], [0.9482, -6.0816, -8.4941], [-0.5899, -4.5659, -8.2809], [2.1137, -5.4243, -6.1438], [2.1762, -6.5298, -5.3054], [2.7257, -7.7691, -6.0150], [1.9866, -8.0868, -7.0961], [2.6993, -8.8353, -5.1810], [0.9755, -6.7501, -4.7372], [3.0172, -6.1993, -4.3006], [1.0447, -3.8767, -6.7975], [0.2128, -4.7674, -5.5727], [-1.7668, -6.1502, -6.5970], [3.7545, -7.6005, -6.3411]]}



{"formula": "C3H8N2", "method": "the ωB97M-V functional and the def2-TZVPD basis", "total_energy_ha": -228.53138, "homo_energy_ev": -8.28, "largest_force_ev_per_a": 2.806, "smiles": "C=CN.C=N", "species": ["C", "N", "H", "H", "H", "C", "C", "N", "H", "H", "H", "H", "H"], "positions_angstrom": [[-2.9467, -0.2230, -0.4843], [-1.8099, 0.2260, -0.1562], [-3.5314, 0.1680, -1.3171], [-3.4785, -0.9760, 0.1240], [-1.1446, -0.4792, 0.1566], [1.5720, 0.1937, 1.4110], [1.9558, -0.1913, 0.1901], [1.6225, 0.5103, -0.9723], [0.9957, 1.1116, 1.3909], [1.7548, -0.3939, 2.2868], [2.7214, -0.9495, 0.0306], [0.8119, 1.1103, -0.8971], [1.4770, -0.1068, -1.7631]]}



{"formula": "C5H12O3", "method": "the ωB97M-V functional and the def2-TZVPD basis", "total_energy_ha": -423.27312, "homo_energy_ev": 0.41, "largest_force_ev_per_a": 5.046, "charge": -2, "species": ["C", "O", "C", "C", "C", "C", "O", "H", "H", "H", "H", "H", "H", "H", "H", "H", "H", "H", "H", "O"], "positions_angstrom": [[-0.1659, 0.8176, -2.4883], [-0.4899, 1.1095, -3.7368], [-1.4140, 0.1532, -1.6709], [-1.2558, 0.4825, -0.1033], [-0.1249, -0.4438, 0.5007], [0.3782, 0.2587, 1.7977], [0.7761, -0.5037, 2.8034], [0.5622, -0.0147, -2.5594], [0.3741, 1.6450, -1.8371], [-2.2514, 0.6935, -2.0750], [-1.3498, -0.8447, -1.9947], [-2.1211, 0.3985, 0.5047], [-1.0637, 1.5228, 0.1540], [0.6625, -0.6678, -0.2077], [-0.5270, -1.3186, 0.7833], [-0.2153, 1.1525, 2.2640], [1.3816, 0.8287, 1.6495], [1.7868, -1.1595, 2.5329], [2.3109, -2.2849, 1.4689], [2.7464, -1.8248, 2.2141]]}



{"formula": "C13H17BO4Se3TeYb", "method": "the ωB97M-V functional and the def2-TZVPD basis", "multiplicity": 2, "total_energy_ha": -9462.61292, "homo_energy_ev": [-2.98, -3.01], "largest_force_ev_per_a": 7.489, "charge": -1, "species": ["Yb", "Se", "Se", "Te", "Se", "O", "C", "O", "C", "C", "C", "C", "C", "C", "H", "H", "H", "H", "H", "C", "C", "C", "O", "B", "O", "C", "C", "C", "H", "H", "H", "H", "H", "H", "H", "H", "H", "H", "H", "H"], "positions_angstrom": [[-0.9514, 1.5175, 0.2572], [0.8829, 1.1413, 2.2857], [-1.2390, 1.6967, 3.1190], [-2.0028, 3.9211, 2.0999], [-3.0711, 3.4284, -0.0831], [0.2294, 1.7484, -1.6099], [0.7319, 2.7605, -1.0299], [0.3925, 3.3018, 0.0716], [1.9174, 3.3796, -1.7391], [2.0006, 3.2751, -3.1312], [3.1087, 3.7985, -3.7854], [4.1310, 4.3892, -3.0635], [4.0426, 4.5052, -1.6765], [2.9190, 4.0241, -1.0060], [1.2241, 2.7136, -3.6398], [3.1816, 3.7279, -4.8687], [5.0127, 4.7423, -3.5838], [4.8551, 4.9533, -1.1120], [2.8056, 4.1301, 0.0637], [-1.3256, -3.5387, -0.8003], [-0.9058, -2.8427, 0.4699], [0.3996, -3.3732, 0.9817], [-0.6203, -1.3484, -0.0015], [-1.8260, -0.9128, 0.4004], [-2.7866, -1.3637, 1.2084], [-2.0470, -2.6969, 1.5486], [-3.1367, -3.7292, 1.4969], [-1.4974, -2.4874, 2.9292], [-0.5100, -3.4470, -1.5105], [-2.2094, -3.0653, -1.2270], [-1.5199, -4.5861, -0.5865], [1.0652, -3.4240, 0.1271], [0.2655, -4.3818, 1.3661], [0.8273, -2.7277, 1.7329], [-3.6808, -3.6778, 0.5543], [-3.8304, -3.5287, 2.3190], [-2.7044, -4.7167, 1.6414], [-0.7440, -1.6981, 2.9270], [-1.0775, -3.4311, 3.2699], [-2.3067, -2.1772, 3.5845]]}



Repeat the fifth record exactly.
{"formula": "C13H17BO4Se3TeYb", "method": "the ωB97M-V functional and the def2-TZVPD basis", "multiplicity": 2, "total_energy_ha": -9462.61292, "homo_energy_ev": [-2.98, -3.01], "largest_force_ev_per_a": 7.489, "charge": -1, "species": ["Yb", "Se", "Se", "Te", "Se", "O", "C", "O", "C", "C", "C", "C", "C", "C", "H", "H", "H", "H", "H", "C", "C", "C", "O", "B", "O", "C", "C", "C", "H", "H", "H", "H", "H", "H", "H", "H", "H", "H", "H", "H"], "positions_angstrom": [[-0.9514, 1.5175, 0.2572], [0.8829, 1.1413, 2.2857], [-1.2390, 1.6967, 3.1190], [-2.0028, 3.9211, 2.0999], [-3.0711, 3.4284, -0.0831], [0.2294, 1.7484, -1.6099], [0.7319, 2.7605, -1.0299], [0.3925, 3.3018, 0.0716], [1.9174, 3.3796, -1.7391], [2.0006, 3.2751, -3.1312], [3.1087, 3.7985, -3.7854], [4.1310, 4.3892, -3.0635], [4.0426, 4.5052, -1.6765], [2.9190, 4.0241, -1.0060], [1.2241, 2.7136, -3.6398], [3.1816, 3.7279, -4.8687], [5.0127, 4.7423, -3.5838], [4.8551, 4.9533, -1.1120], [2.8056, 4.1301, 0.0637], [-1.3256, -3.5387, -0.8003], [-0.9058, -2.8427, 0.4699], [0.3996, -3.3732, 0.9817], [-0.6203, -1.3484, -0.0015], [-1.8260, -0.9128, 0.4004], [-2.7866, -1.3637, 1.2084], [-2.0470, -2.6969, 1.5486], [-3.1367, -3.7292, 1.4969], [-1.4974, -2.4874, 2.9292], [-0.5100, -3.4470, -1.5105], [-2.2094, -3.0653, -1.2270], [-1.5199, -4.5861, -0.5865], [1.0652, -3.4240, 0.1271], [0.2655, -4.3818, 1.3661], [0.8273, -2.7277, 1.7329], [-3.6808, -3.6778, 0.5543], [-3.8304, -3.5287, 2.3190], [-2.7044, -4.7167, 1.6414], [-0.7440, -1.6981, 2.9270], [-1.0775, -3.4311, 3.2699], [-2.3067, -2.1772, 3.5845]]}



> What is the formula in the second record?

C21H20F27O8PS